(1)
Density functional theory data (ωB97M-V with the def2-TZVPD basis set) for a structure of composition C24H40BrN11O2Si2 at a distorted geometry.

```
! wB97M-V def2-TZVPD RIJCOSX def2/J DEFGRID3
* xyz 0 1
O 2.210 -3.697 -1.544
C 2.691 -2.757 -2.014
Br 3.056 -2.622 -3.966
C 3.138 -1.520 -1.222
Si 1.896 -0.111 -1.629
O 0.523 -0.414 -0.669
Si -0.705 -1.220 -1.563
H 4.151 -1.299 -1.597
H 3.122 -1.701 -0.140
H 1.444 -0.145 -3.019
H 2.566 1.134 -1.254
H -1.731 -0.254 -1.969
H -0.131 -1.909 -2.735
H -1.362 -2.238 -0.714
C -4.983 0.786 -0.318
C -4.572 0.016 -1.485
N -4.247 -0.602 -2.397
H -6.053 0.684 -0.135
H -4.460 0.453 0.579
H -4.770 1.847 -0.450
C -3.291 -4.028 -4.401
C -2.895 -2.990 -3.462
N -2.583 -2.157 -2.737
H -2.944 -5.011 -4.082
H -4.376 -4.081 -4.504
H -2.880 -3.844 -5.392
C 1.000 -0.603 2.332
C 1.437 0.386 3.307
N 1.783 1.169 4.075
H 1.293 -1.610 2.626
H -0.083 -0.602 2.219
H 1.427 -0.414 1.351
C 4.953 1.995 3.097
C 4.843 1.522 1.723
N 4.756 1.143 0.642
H 4.014 1.863 3.637
H 5.724 1.458 3.645
H 5.206 3.054 3.133
C 4.929 4.779 6.112
C 5.705 3.570 5.867
N 6.309 2.613 5.674
H 3.956 4.734 5.624
H 4.754 4.930 7.172
H 5.443 5.664 5.738
C 1.891 4.026 9.405
C 2.484 5.129 8.660
N 2.951 5.996 8.070
H 0.890 4.277 9.753
H 1.811 3.131 8.788
H 2.491 3.772 10.278
C -5.235 -2.622 -8.275
C -4.540 -3.831 -7.856
N -3.985 -4.781 -7.526
H -4.565 -1.761 -8.293
H -5.654 -2.727 -9.275
H -6.058 -2.379 -7.603
C -1.427 -0.800 -7.746
C -2.564 -0.250 -8.475
N -3.459 0.184 -9.049
H -1.004 -0.066 -7.061
H -1.718 -1.671 -7.158
H -0.635 -1.112 -8.427
C 2.084 4.628 -1.887
C 1.680 3.392 -2.540
N 1.361 2.413 -3.047
H 1.250 5.326 -1.810
H 2.451 4.439 -0.878
H 2.880 5.125 -2.440
C -2.453 -0.138 4.909
C -2.618 -0.600 3.539
N -2.754 -0.955 2.456
H -3.376 -0.250 5.478
H -1.676 -0.705 5.422
H -2.171 0.914 4.940
C -1.553 -4.624 1.757
C -1.119 -3.656 2.753
N -0.777 -2.882 3.527
H -1.264 -5.637 2.038
H -2.637 -4.609 1.639
H -1.113 -4.412 0.783
*
```

The value obtained for the total energy is -4844.22793 a.u. The calculation puts the HOMO energy at -0.3523 Ha.

What are the Löwdin partial charges on each atom? They are as follows, in elementary charge units: O 0.055; C -0.890; Br 0.612; C -0.268; Si 0.469; O -0.510; Si 0.464; H 0.074; H 0.079; H -0.044; H -0.037; H -0.054; H -0.038; H -0.046; C -0.066; C -0.242; N 0.126; H 0.080; H 0.057; H 0.081; C -0.059; C -0.196; N -0.003; H 0.087; H 0.082; H 0.047; C -0.076; C -0.252; N 0.116; H 0.072; H 0.049; H 0.043; C -0.102; C -0.262; N 0.132; H 0.035; H 0.059; H 0.071; C -0.084; C -0.266; N 0.140; H 0.082; H 0.035; H 0.087; C -0.063; C -0.258; N 0.139; H 0.084; H 0.086; H 0.085; C -0.063; C -0.271; N 0.132; H 0.027; H 0.089; H 0.087; C -0.055; C -0.277; N 0.134; H 0.089; H 0.074; H 0.087; C -0.061; C -0.266; N 0.118; H 0.083; H 0.084; H 0.084; C -0.068; C -0.296; N 0.146; H 0.081; H 0.078; H 0.083; C -0.059; C -0.256; N 0.148; H 0.082; H 0.086; H 0.071

(2)
Density functional theory data (ωB97M-V with the def2-TZVPD basis set) for a structure of composition C24H40F13IN4O5PS5 at a distorted geometry.

```
! wB97M-V def2-TZVPD RIJCOSX def2/J DEFGRID3
* xyz 1 1
N -0.214 5.609 2.882
C -0.047 4.387 2.662
N 0.396 3.503 3.692
N -0.353 3.792 1.398
C 0.436 2.585 1.109
C 0.330 2.247 -0.366
C 0.913 0.864 -0.686
C -0.096 -0.009 -1.452
C 0.152 -1.484 -1.266
C -0.520 -2.167 -0.206
I -1.537 -1.013 1.196
C -0.380 -3.565 -0.016
P -1.435 -4.292 1.309
O -0.889 -4.055 2.659
C 0.560 -4.272 -0.781
C 0.918 -5.790 -0.607
F 2.266 -5.873 -0.436
F 0.529 -6.387 -1.765
C 0.408 -6.822 0.492
F -0.898 -7.037 0.332
F 1.079 -7.927 0.105
C 0.737 -6.629 2.038
F 1.287 -7.766 2.483
F -0.430 -6.434 2.659
C 1.736 -5.480 2.432
F 1.460 -5.067 3.653
F 1.647 -4.444 1.589
F 2.984 -5.937 2.366
N 1.257 -3.597 -1.788
S 2.363 -4.421 -2.901
C 1.054 -2.250 -2.043
C 1.863 -1.628 -3.223
F 1.553 -2.276 -4.375
F 1.471 -0.363 -3.398
C 3.416 -1.600 -3.013
F 3.878 -0.400 -3.382
F 3.644 -1.744 -1.675
H -0.586 6.048 2.042
H -0.006 3.821 4.563
H 1.402 3.537 3.785
H -1.331 3.515 1.454
H 0.109 1.745 1.728
H 1.475 2.781 1.373
H -0.723 2.298 -0.645
H 0.824 3.035 -0.931
H 1.860 0.939 -1.214
H 1.108 0.359 0.265
H -1.072 0.228 -1.055
H -0.156 0.250 -2.500
H -2.676 -3.725 1.018
H -1.638 -5.622 0.952
H 3.394 -4.412 -2.048
H 3.922 -2.382 -3.566
C -3.045 6.966 -1.699
S -3.400 5.266 -1.265
O -3.102 5.105 0.186
C -2.017 4.554 -2.151
H -3.778 7.592 -1.194
H -2.040 7.220 -1.359
H -3.131 7.073 -2.780
H -1.088 4.979 -1.771
H -2.133 4.750 -3.217
H -2.038 3.482 -1.963
C -2.887 7.930 -6.797
S -3.202 6.211 -6.397
O -2.885 6.053 -4.947
C -1.803 5.539 -7.297
H -3.635 8.528 -6.281
H -1.889 8.205 -6.456
H -2.983 8.072 -7.873
H -0.882 5.985 -6.921
H -1.927 5.745 -8.359
H -1.792 4.464 -7.132
C 6.753 -5.149 3.579
S 6.791 -3.351 3.619
O 8.162 -2.960 4.022
C 5.748 -3.179 5.073
H 7.395 -5.470 2.761
H 7.133 -5.539 4.522
H 5.732 -5.488 3.403
H 6.202 -3.713 5.907
H 4.754 -3.571 4.857
H 5.683 -2.118 5.304
C -5.204 -0.690 2.577
S -4.708 0.971 3.057
O -3.260 0.887 3.412
C -5.635 0.992 4.591
H -4.697 -0.930 1.644
H -4.915 -1.395 3.357
H -6.282 -0.714 2.416
H -5.301 0.175 5.229
H -6.697 0.903 4.366
H -5.441 1.946 5.076
*
```

The value obtained for the total energy is -5461.50424 a.u. The calculation puts the HOMO energy at -0.3701 Ha.

What are the Löwdin partial charges on each atom? They are as follows, in elementary charge units: N 0.154; C -0.533; N 0.082; N 0.018; C -0.244; C -0.184; C -0.177; C -0.209; C -0.136; C -0.526; I 1.316; C -0.254; P 0.723; O -0.381; C -0.071; C -0.362; F 0.084; F 0.105; C -0.340; F 0.107; F 0.165; C -0.332; F 0.179; F 0.114; C -0.545; F 0.212; F 0.148; F 0.187; N -0.204; S 1.073; C -0.030; C -0.428; F 0.075; F 0.122; C -0.320; F 0.126; F 0.073; H 0.051; H 0.079; H 0.080; H 0.113; H 0.080; H 0.124; H 0.089; H 0.120; H 0.114; H 0.095; H 0.041; H 0.124; H 0.002; H 0.040; H -0.047; H 0.136; C -0.261; S 0.813; O -0.572; C -0.272; H 0.052; H 0.061; H 0.026; H 0.060; H 0.021; H 0.027; C -0.264; S 0.832; O -0.574; C -0.268; H 0.053; H 0.061; H 0.057; H 0.060; H 0.056; H 0.049; C -0.271; S 0.785; O -0.543; C -0.271; H 0.050; H 0.061; H 0.036; H 0.061; H 0.044; H 0.051; C -0.286; S 0.805; O -0.609; C -0.261; H 0.003; H 0.062; H 0.057; H 0.063; H 0.059; H 0.056

(3)
Density functional theory data (ωB97M-V with the def2-TZVPD basis set) for a structure of composition C24H40F2KNO28S2 at a distorted geometry.

```
! wB97M-V def2-TZVPD RIJCOSX def2/J DEFGRID3
* xyz 0 1
K 2.631 -2.885 1.536
N 1.055 -1.496 -0.180
S 0.104 -1.346 -1.425
O 0.429 -0.301 -2.375
O -1.258 -1.814 -1.295
F 0.621 -2.674 -2.186
S 0.287 -0.255 0.704
O -1.133 -0.195 0.801
O 0.965 1.000 0.537
F 0.770 -0.813 2.170
C -2.254 3.138 0.089
C -1.550 3.657 -1.200
O -2.702 3.890 -1.989
C -3.678 3.014 -1.649
O -4.563 2.720 -2.384
O -3.402 2.473 -0.455
H -2.456 4.020 0.694
H -1.737 2.354 0.637
H -0.824 2.989 -1.664
H -1.085 4.616 -0.971
C 2.759 3.752 0.222
C 3.614 2.539 -0.204
O 4.798 2.778 0.552
C 4.553 3.606 1.586
O 5.302 3.736 2.498
O 3.312 4.110 1.486
H 1.710 3.472 0.232
H 2.976 4.564 -0.471
H 3.834 2.693 -1.260
H 3.223 1.555 0.049
C 4.239 -0.340 -3.083
C 4.223 -1.007 -1.749
O 5.193 -2.056 -1.926
C 6.126 -1.502 -2.724
O 7.246 -1.937 -2.778
O 5.677 -0.406 -3.313
H 3.856 0.670 -2.948
H 3.730 -0.893 -3.869
H 3.264 -1.460 -1.501
H 4.526 -0.359 -0.924
C -0.120 2.066 -4.755
C 1.084 1.462 -5.477
O 1.301 2.444 -6.491
C 0.137 3.092 -6.759
O -0.033 3.833 -7.666
O -0.731 2.864 -5.754
H 0.153 2.580 -3.831
H -0.827 1.287 -4.471
H 0.828 0.504 -5.944
H 2.076 1.298 -5.058
C -0.732 -4.804 -0.124
O -1.186 -5.738 0.877
C -0.390 -6.001 1.887
O 0.745 -5.565 2.006
O -0.969 -6.896 2.659
C -0.334 -7.167 3.908
H 0.333 -4.985 -0.269
H -0.877 -3.805 0.279
H -1.203 -4.926 -1.092
H -0.236 -6.263 4.505
H 0.677 -7.545 3.740
H -0.860 -7.975 4.406
C -4.101 1.876 -5.176
O -3.431 0.834 -4.439
C -3.461 -0.370 -4.956
O -4.041 -0.732 -5.953
O -2.635 -1.115 -4.242
C -2.692 -2.533 -4.255
H -3.742 2.810 -4.768
H -5.184 1.820 -5.053
H -4.008 1.699 -6.247
H -2.112 -2.971 -3.449
H -2.124 -2.813 -5.148
H -3.689 -2.951 -4.364
C -1.788 -3.198 2.994
O -2.778 -2.673 3.859
C -2.393 -1.715 4.707
O -1.270 -1.339 4.895
O -3.477 -1.243 5.279
C -3.439 -0.456 6.455
H -2.227 -3.684 2.120
H -1.156 -3.977 3.415
H -1.303 -2.342 2.523
H -4.195 0.314 6.305
H -2.455 -0.003 6.574
H -3.753 -1.040 7.319
C 0.370 2.507 7.797
O 0.202 3.137 6.537
C 0.790 2.544 5.499
O 1.473 1.559 5.556
O 0.509 3.258 4.435
C 0.837 2.732 3.159
H 0.024 1.472 7.687
H -0.236 3.013 8.538
H 1.404 2.343 8.102
H 1.760 2.151 3.200
H 1.136 3.519 2.471
H -0.031 2.201 2.777
*
```

The value obtained for the total energy is -4696.04231 a.u. The calculation puts the HOMO energy at -0.3806 Ha.

What are the Löwdin partial charges on each atom? They are as follows, in elementary charge units: K 0.881; N -0.354; S 0.450; O -0.262; O -0.269; F -0.208; S 0.536; O -0.228; O -0.276; F -0.241; C -0.087; C -0.111; O 0.052; C -0.563; O 0.171; O 0.079; H 0.132; H 0.103; H 0.114; H 0.127; C -0.106; C -0.113; O 0.056; C -0.576; O 0.176; O 0.054; H 0.107; H 0.135; H 0.128; H 0.100; C -0.080; C -0.133; O 0.061; C -0.600; O 0.158; O 0.088; H 0.124; H 0.144; H 0.101; H 0.133; C -0.121; C -0.105; O 0.046; C -0.567; O 0.176; O 0.073; H 0.119; H 0.114; H 0.133; H 0.120; C -0.008; O 0.019; C -0.652; O 0.062; O 0.027; C -0.024; H 0.091; H 0.068; H 0.105; H 0.097; H 0.097; H 0.099; C -0.025; O 0.000; C -0.638; O 0.126; O -0.010; C -0.033; H 0.084; H 0.099; H 0.097; H 0.068; H 0.097; H 0.101; C -0.030; O 0.031; C -0.617; O 0.132; O 0.012; C -0.024; H 0.095; H 0.092; H 0.079; H 0.097; H 0.087; H 0.097; C -0.047; O 0.007; C -0.628; O 0.131; O 0.031; C -0.032; H 0.090; H 0.094; H 0.098; H 0.098; H 0.077; H 0.089

In the order shown, the computed M values come out to 650.7 1029.8 931.8 g/mol.